150
Properties=species:S:1:pos:R:3 method="wB97M-V/def2-TZVPD" homo_ev=-8.2 charge=0 homo_lumo_gap_ev=8.5 mol_weight_g_mol=815.24 e_above_lowest_kcal_mol=0.0 smiles="CCN(CC)CC.CCN(CC)CC.CCN(CC)CC.CNC(C)=O.CNC(C)=O.CNC(C)=O.CNC(C)=O.CNC(C)=O.CNC(C)=O.CNC(C)=O"
C -1.053 -6.584 -3.587
C -0.008 -5.995 -2.620
N 1.256 -5.606 -3.245
C 2.080 -6.719 -3.679
C 3.573 -6.443 -3.456
C 1.151 -4.549 -4.214
C 0.295 -3.357 -3.783
H -1.671 -7.322 -3.082
H -0.566 -7.049 -4.445
H -1.653 -5.765 -3.991
H -0.393 -5.166 -2.026
H 0.239 -6.764 -1.882
H 1.781 -7.635 -3.169
H 1.898 -6.918 -4.749
H 4.148 -7.371 -3.481
H 3.987 -5.826 -4.253
H 3.675 -5.973 -2.480
H 0.974 -4.827 -5.270
H 2.151 -4.092 -4.320
H 0.530 -2.515 -4.431
H 0.440 -3.154 -2.725
H -0.774 -3.562 -3.913
C -3.081 1.323 0.356
C -2.051 0.315 -0.161
N -0.756 0.335 0.512
C -0.159 1.658 0.502
C 1.084 1.742 1.393
C 0.112 -0.627 -0.145
C -0.322 -2.078 -0.049
H -3.485 1.045 1.326
H -3.913 1.256 -0.359
H -2.797 2.373 0.303
H -2.593 -0.619 0.020
H -1.950 0.358 -1.255
H 0.115 1.953 -0.531
H -0.825 2.442 0.853
H 1.942 1.178 1.038
H 1.383 2.780 1.543
H 0.734 1.357 2.354
H 1.142 -0.522 0.200
H 0.264 -0.356 -1.213
H 0.391 -2.750 -0.517
H -1.286 -2.214 -0.541
H -0.407 -2.379 0.996
C 2.720 3.124 -2.707
C 3.050 4.613 -2.848
N 4.061 5.036 -1.875
C 4.451 6.450 -2.105
C 5.136 6.607 -3.472
C 3.562 4.904 -0.508
C 4.616 4.342 0.430
H 2.304 2.719 -3.631
H 1.905 2.980 -1.993
H 3.612 2.588 -2.391
H 3.410 4.815 -3.855
H 2.124 5.210 -2.753
H 3.530 7.038 -2.030
H 5.204 6.694 -1.358
H 5.834 7.449 -3.425
H 5.788 5.756 -3.664
H 4.420 6.794 -4.267
H 2.622 4.352 -0.434
H 3.217 5.878 -0.109
H 4.923 3.367 0.046
H 4.295 4.324 1.472
H 5.552 4.910 0.459
C -0.143 0.636 -7.267
C -0.263 0.898 -5.786
O 0.727 1.085 -5.096
N -1.512 0.963 -5.267
C -1.716 1.126 -3.840
H -1.086 0.438 -7.783
H 0.497 -0.229 -7.419
H 0.256 1.537 -7.731
H -2.302 0.764 -5.854
H -2.660 1.628 -3.637
H -0.924 1.719 -3.392
H -1.716 0.137 -3.377
C -8.266 2.060 -2.372
C -7.154 2.817 -1.688
O -6.285 3.401 -2.310
N -7.247 2.863 -0.329
C -6.233 3.464 0.529
H -9.090 1.786 -1.708
H -7.883 1.119 -2.771
H -8.717 2.616 -3.190
H -8.115 2.493 0.012
H -6.456 3.081 1.523
H -6.356 4.546 0.490
H -5.239 3.188 0.193
C -1.966 -0.442 3.460
C -2.003 -0.482 4.970
O -2.254 0.522 5.619
N -1.736 -1.677 5.569
C -1.374 -1.761 6.977
H -1.484 -1.332 3.063
H -1.368 0.449 3.270
H -2.955 -0.245 3.061
H -1.289 -2.379 5.002
H -1.225 -0.785 7.431
H -0.420 -2.293 7.027
H -2.102 -2.315 7.568
C 6.954 -3.099 0.587
C 5.592 -3.776 0.774
O 5.414 -4.603 1.646
N 4.614 -3.395 -0.083
C 3.245 -3.853 0.027
H 7.014 -2.281 1.298
H 7.096 -2.800 -0.449
H 7.659 -3.896 0.813
H 4.757 -2.707 -0.802
H 3.031 -4.714 -0.614
H 2.514 -3.092 -0.234
H 3.032 -4.161 1.049
C 3.766 5.228 4.295
C 2.665 4.309 4.801
O 2.882 3.548 5.727
N 1.475 4.407 4.171
C 0.306 3.673 4.572
H 3.901 6.031 5.016
H 3.578 5.641 3.303
H 4.652 4.599 4.230
H 1.389 5.109 3.459
H 0.058 3.640 5.632
H 0.436 2.602 4.352
H -0.548 3.942 3.956
C -5.851 -0.214 3.312
C -7.167 0.428 2.940
O -7.762 1.170 3.704
N -7.685 0.131 1.719
C -7.170 -0.836 0.749
H -5.372 -0.583 2.404
H -5.970 -0.923 4.124
H -5.155 0.557 3.651
H -8.615 0.444 1.499
H -7.142 -1.844 1.167
H -6.174 -0.544 0.414
H -7.829 -0.849 -0.115
C 1.557 -4.335 4.873
C 1.597 -3.494 3.637
O 1.061 -3.843 2.591
N 2.164 -2.275 3.744
C 2.185 -1.267 2.661
H 2.441 -4.974 4.945
H 0.684 -4.982 4.876
H 1.558 -3.758 5.801
H 2.658 -2.008 4.578
H 2.673 -1.725 1.806
H 2.788 -0.445 3.043
H 1.163 -0.902 2.603



150
Properties=species:S:1:pos:R:3 method="wB97M-V/def2-TZVPD" homo_ev=-8.5 charge=0 homo_lumo_gap_ev=8.9 mol_weight_g_mol=801.20 e_above_lowest_kcal_mol=44.6 smiles=CC1(C)CCCC(C)(C)N1O.CC1(C)CCCC(C)(C)N1O.CC(C)O.CC(C)O.CC(C)O.CC(C)O.CC(C)O.OCCO.OCCO.OCCO
C 1.902 -2.590 0.048
C 2.946 -1.641 0.475
O 2.923 -0.459 -0.360
O 0.606 -1.962 0.171
H 1.918 -3.447 0.662
H 2.032 -2.807 -1.030
H 3.973 -2.049 0.467
H 2.839 -1.445 1.545
H 2.080 -0.036 -0.351
H -0.047 -2.679 0.169
C -1.054 2.537 -6.043
C -0.754 3.964 -5.551
O -1.024 4.930 -6.617
O -1.056 1.575 -5.026
H -0.402 2.327 -6.930
H -2.114 2.575 -6.389
H 0.242 4.246 -5.286
H -1.448 4.150 -4.722
H -1.935 4.802 -6.990
H -0.198 1.542 -4.513
C 4.857 -0.383 4.616
C 4.720 0.744 3.667
O 3.523 1.432 3.995
O 3.822 -1.346 4.501
H 4.944 0.017 5.644
H 5.705 -0.981 4.457
H 4.750 0.333 2.615
H 5.483 1.543 3.903
H 3.246 2.042 3.307
H 3.023 -1.013 4.887
C -0.763 -1.821 -5.700
C -0.726 -3.020 -4.758
C -1.999 -2.787 -3.901
C -2.304 -4.062 -3.098
C -2.428 -5.293 -4.003
C -1.165 -5.593 -4.934
N -0.901 -4.240 -5.563
O 0.334 -4.354 -6.301
C 0.084 -6.207 -4.174
C -1.589 -6.451 -6.151
C 0.490 -2.967 -3.854
H -0.927 -0.866 -5.148
H -1.594 -1.980 -6.305
H 0.143 -1.683 -6.287
H -1.773 -1.899 -3.320
H -2.926 -2.596 -4.457
H -3.212 -3.929 -2.598
H -1.448 -4.274 -2.373
H -3.158 -5.173 -4.741
H -2.671 -6.190 -3.428
H 0.236 -7.242 -4.369
H 0.980 -5.732 -4.582
H -0.003 -5.986 -3.139
H -2.064 -5.670 -6.845
H -0.685 -6.854 -6.641
H -2.296 -7.297 -5.936
H 0.535 -3.716 -3.084
H 0.434 -2.043 -3.219
H 1.364 -2.929 -4.474
H 0.243 -4.095 -7.228
C 1.375 3.174 6.545
C 0.320 2.080 6.812
C -1.039 2.728 7.070
C -2.134 1.799 7.428
C -2.318 0.799 6.325
C -1.042 0.136 5.878
N 0.014 1.141 5.726
O 1.176 0.375 5.387
C -0.709 -1.077 6.841
C -1.141 -0.466 4.408
C 0.917 1.338 8.067
H 1.175 3.862 5.744
H 2.343 2.654 6.436
H 1.290 3.765 7.469
H -0.893 3.387 7.985
H -1.332 3.380 6.252
H -3.174 2.228 7.668
H -1.843 1.411 8.366
H -2.634 1.390 5.480
H -3.181 0.175 6.617
H -1.106 -2.017 6.459
H 0.341 -1.189 6.935
H -1.030 -1.045 7.885
H -1.967 -1.177 4.275
H -1.245 0.271 3.642
H -0.242 -1.037 4.209
H 1.194 1.969 8.839
H 1.852 0.848 7.648
H 0.327 0.578 8.492
H 1.612 0.994 4.800
C -2.388 -3.602 2.883
C -2.945 -3.359 1.435
C -3.237 -1.916 1.130
O -1.950 -3.748 0.385
H -2.093 -4.627 3.007
H -3.216 -3.356 3.561
H -1.564 -2.966 3.220
H -3.789 -4.008 1.286
H -4.073 -1.551 1.781
H -3.551 -1.829 0.087
H -2.359 -1.270 1.306
H -1.856 -4.663 0.444
C 4.717 4.030 1.863
C 3.294 4.515 1.905
C 2.780 5.112 0.638
O 2.429 3.368 2.174
H 5.318 4.871 1.607
H 4.781 3.383 1.031
H 5.082 3.617 2.807
H 3.178 5.268 2.712
H 1.788 5.496 0.800
H 2.851 4.372 -0.113
H 3.478 6.008 0.476
H 1.559 3.700 2.282
C -3.774 0.926 -2.343
C -4.118 2.056 -3.255
C -5.370 2.837 -2.812
O -3.038 2.976 -3.342
H -4.594 0.217 -2.247
H -3.559 1.275 -1.306
H -2.991 0.371 -2.800
H -4.303 1.705 -4.286
H -5.658 3.597 -3.567
H -5.100 3.315 -1.879
H -6.264 2.156 -2.724
H -2.294 2.514 -3.715
C 2.191 1.301 -5.380
C 2.142 1.257 -3.826
C 3.422 1.958 -3.367
O 0.937 1.866 -3.406
H 1.401 0.624 -5.743
H 3.014 0.827 -5.812
H 2.171 2.315 -5.878
H 2.204 0.210 -3.603
H 3.304 3.006 -3.824
H 4.268 1.410 -3.860
H 3.489 2.071 -2.291
H 0.644 1.448 -2.579
C 0.422 1.044 1.465
C -0.353 1.408 0.159
C -0.044 2.845 -0.191
O 0.208 0.604 -0.873
H 1.485 1.112 1.291
H 0.284 0.053 1.911
H 0.219 1.827 2.157
H -1.448 1.248 0.261
H 1.039 3.045 0.026
H -0.595 3.485 0.474
H -0.307 3.121 -1.263
H 0.113 -0.317 -0.671



167
Properties=species:S:1:pos:R:3 method="wB97M-V/def2-TZVPD" homo_ev=-2.5 charge=-1 homo_lumo_gap_ev=4.5 mol_weight_g_mol=1152.02
C 23.818 -1.006 11.698
C 23.803 -0.736 10.203
C 25.242 -0.342 9.631
O 23.124 -1.579 9.378
H 22.839 -1.132 12.159
H 24.285 -0.099 12.080
H 24.492 -1.857 11.804
H 23.384 0.262 10.077
H 25.842 -1.245 9.743
H 25.812 0.487 10.053
H 25.074 -0.132 8.575
C 27.132 -1.155 13.215
C 28.037 -1.821 14.317
O 27.530 -1.746 15.609
P 27.206 -0.259 16.226
O 28.096 0.835 15.779
O 25.700 0.080 15.777
C 24.751 -0.915 15.919
C 23.353 -0.139 15.630
O 27.145 -0.483 17.839
C 28.241 -0.935 18.511
C 28.249 -0.493 19.995
H 27.549 -1.208 12.209
H 26.208 -1.733 13.209
H 26.915 -0.105 13.414
H 27.888 -2.899 14.251
H 29.061 -1.451 14.357
H 24.957 -1.667 15.158
H 24.713 -1.294 16.940
H 23.600 0.294 14.661
H 22.503 -0.821 15.589
H 23.100 0.620 16.369
H 28.149 -2.021 18.495
H 29.176 -0.653 18.026
H 28.813 -1.191 20.614
H 28.655 0.512 20.112
H 27.216 -0.386 20.326
C 27.371 -1.698 6.407
C 26.271 -2.636 6.828
O 26.574 -4.009 6.732
P 25.424 -5.104 6.833
O 24.067 -4.543 7.011
O 25.651 -6.063 5.484
C 26.964 -6.553 5.199
C 27.682 -5.697 4.036
O 25.893 -6.067 7.946
C 26.117 -5.595 9.251
C 27.541 -5.259 9.393
H 27.776 -2.030 5.451
H 27.301 -0.610 6.418
H 28.270 -1.917 6.983
H 26.263 -2.324 7.873
H 25.383 -2.334 6.272
H 27.599 -6.493 6.083
H 26.857 -7.612 4.967
H 27.265 -5.595 3.034
H 27.751 -4.656 4.353
H 28.709 -6.053 3.960
H 25.552 -4.750 9.647
H 25.831 -6.395 9.934
H 27.904 -4.524 8.675
H 27.682 -4.900 10.413
H 28.081 -6.193 9.236
C 22.931 -9.497 8.070
C 22.304 -8.076 8.237
O 22.615 -7.583 9.537
P 21.796 -6.272 10.064
O 21.283 -5.332 9.045
O 22.859 -5.579 11.014
C 22.535 -4.514 11.921
C 23.528 -4.610 13.125
O 20.723 -6.871 11.176
C 21.007 -8.090 11.947
C 20.593 -7.880 13.387
H 23.986 -9.287 8.246
H 22.596 -10.184 8.847
H 22.737 -9.960 7.103
H 22.638 -7.383 7.465
H 21.252 -8.137 7.959
H 22.518 -3.618 11.300
H 21.506 -4.649 12.256
H 24.435 -4.439 12.546
H 23.437 -3.717 13.744
H 23.533 -5.607 13.565
H 20.248 -8.794 11.606
H 21.969 -8.427 11.560
H 19.752 -8.415 13.828
H 21.437 -8.332 13.909
H 20.532 -6.814 13.603
C 18.829 -0.360 13.070
C 19.524 -0.488 11.757
O 18.473 -0.504 10.826
P 18.760 -0.427 9.272
O 19.716 -1.423 8.624
O 19.099 1.184 9.091
C 18.148 2.258 8.950
C 17.495 2.447 10.272
O 17.312 -0.488 8.657
C 16.327 -1.523 8.963
C 14.996 -0.757 8.637
H 18.076 -1.145 13.137
H 19.518 -0.372 13.915
H 18.221 0.545 13.080
H 20.249 0.277 11.480
H 20.056 -1.439 11.783
H 18.786 3.087 8.642
H 17.488 2.037 8.112
H 16.824 3.295 10.140
H 17.000 1.498 10.481
H 18.270 2.520 11.035
H 16.540 -2.358 8.295
H 16.305 -1.855 10.001
H 14.851 0.118 9.271
H 14.838 -0.614 7.568
H 14.173 -1.458 8.779
C 22.881 3.395 8.747
C 22.123 2.180 8.150
O 22.005 2.470 6.779
P 21.130 1.355 5.994
O 21.064 -0.009 6.544
O 19.665 2.076 5.841
C 19.482 3.203 4.967
C 20.429 4.322 5.218
O 21.652 1.444 4.430
C 22.942 0.970 4.160
C 23.602 2.047 3.394
H 23.356 3.250 9.718
H 23.755 3.739 8.195
H 22.286 4.277 8.987
H 22.700 1.256 8.199
H 21.116 2.068 8.550
H 19.554 2.919 3.918
H 18.450 3.549 5.028
H 20.125 5.351 5.022
H 20.484 4.430 6.302
H 21.420 4.039 4.864
H 23.400 0.767 5.129
H 22.769 0.070 3.570
H 23.696 2.885 4.085
H 24.530 1.713 2.928
H 22.967 2.283 2.540
C 31.637 0.505 14.550
C 32.121 1.290 13.308
O 31.440 2.488 13.098
P 31.182 2.918 11.562
O 30.782 4.355 11.212
O 32.478 2.448 10.691
C 33.666 3.225 10.790
C 34.592 2.655 9.754
O 30.002 1.861 11.084
C 28.698 2.205 11.481
C 28.403 2.385 13.004
H 30.679 -0.015 14.552
H 32.436 -0.198 14.784
H 31.568 1.212 15.377
H 33.194 1.465 13.390
H 32.090 0.738 12.369
H 33.462 4.272 10.564
H 34.038 3.156 11.812
H 34.102 3.104 8.890
H 35.634 2.946 9.886
H 34.602 1.577 9.594
H 28.211 3.034 10.969
H 28.133 1.346 11.120
H 27.360 2.189 13.253
H 29.009 1.687 13.581
H 28.571 3.357 13.468



9
Properties=species:S:1:pos:R:3 method="wB97M-V/def2-TZVPD" homo_ev=-11.0 charge=+1 homo_lumo_gap_ev=6.9 mol_weight_g_mol=205.78 e_above_lowest_kcal_mol=33.4
O 2.536 -0.041 0.314
C 1.674 0.647 -0.111
O 1.103 1.684 -0.163
Li -0.868 1.911 -0.417
Ag 2.079 -2.522 0.507
C 0.111 -1.112 -0.457
C -1.014 -0.697 -0.116
O -1.954 0.161 -0.026
Li -3.668 -0.030 0.470